This record from the Open Molecules 2025 dataset describes a structure of composition C4H16CrCuHfNO16S3 at a distorted geometry. The level of theory is the ωB97M-V functional and the def2-TZVPD basis.

Geometry as XYZ:
```
43
Properties=species:S:1:pos:R:3:forces:R:3:lowdin_charge:R:1
Hf -0.362 -3.036 0.681 6.89 1.48 -7.91 2.083
Cu -0.688 -0.124 -2.516 -0.75 -1.22 0.31 0.543
Cr 2.432 -1.292 -1.467 0.06 -2.19 -0.90 0.931
S 1.881 -4.356 -1.788 1.35 -4.97 -3.57 0.295
O 2.022 -3.024 -2.420 0.85 3.35 -0.11 -0.391
O 1.123 -4.059 -0.540 -4.57 1.73 5.82 -0.444
O 1.083 -5.204 -2.648 -0.02 0.95 0.63 -0.279
O 3.126 -4.992 -1.430 -0.18 1.24 0.31 -0.268
S 3.004 -2.667 1.532 4.42 -1.79 0.80 0.304
O 1.508 -2.626 1.784 -4.88 -0.80 0.18 -0.492
O 3.590 -3.986 1.595 -1.50 0.43 0.26 -0.272
O 3.098 -2.195 0.138 0.68 1.45 -0.97 -0.438
O 3.643 -1.767 2.480 -1.08 0.75 -0.47 -0.329
S -2.071 -3.063 -2.603 -0.52 -1.44 -2.80 0.320
O -1.763 -4.356 -3.200 -0.42 1.96 0.70 -0.277
O -1.420 -3.037 -1.219 1.74 -0.28 6.48 -0.517
O -1.388 -1.917 -3.300 0.56 1.05 0.28 -0.394
O -3.462 -2.770 -2.377 -0.26 0.20 0.15 -0.328
O 0.546 -1.370 -0.597 -1.46 0.07 0.73 -0.432
H 0.574 -0.468 -0.262 -0.21 -0.31 0.63 -0.046
C -1.896 3.508 -1.119 -0.87 1.23 1.02 -0.057
C -0.813 2.915 -0.180 -2.28 1.13 -2.73 -0.375
C -1.103 3.045 1.303 -1.14 -0.04 0.05 -0.210
O -1.630 4.305 1.679 0.45 -0.80 -0.36 -0.169
C -1.775 4.479 3.078 -0.05 0.67 0.48 -0.096
N -0.887 1.504 -0.644 2.14 -1.06 1.69 0.034
H -2.185 4.488 -0.733 0.15 0.18 -0.45 0.080
H -2.842 2.958 -1.144 0.15 -0.38 0.44 0.086
H -1.613 3.553 -2.169 0.52 0.15 0.17 0.081
H 0.069 3.486 -0.473 0.55 -0.79 0.13 0.146
H -0.205 2.802 1.879 0.02 -0.07 0.17 0.128
H -1.904 2.314 1.485 0.16 -0.36 0.38 0.127
H -1.439 5.506 3.213 0.09 -0.13 0.65 0.095
H -1.247 3.769 3.721 0.72 0.08 -0.45 0.085
H -2.783 4.401 3.498 -0.40 0.04 -0.84 0.088
H -1.762 1.141 -0.267 -0.36 0.19 -0.48 0.092
H -0.251 1.066 0.035 0.15 -0.49 -0.52 0.045
O -0.508 -0.899 1.939 -1.12 -0.15 0.04 -0.092
H -1.297 -0.490 2.322 -0.01 -0.05 -0.04 0.092
H 0.240 -0.414 2.319 0.42 -0.68 -0.02 0.101
O 2.905 0.666 -0.684 0.15 0.16 0.38 -0.047
H 3.533 0.613 0.056 -0.08 -0.35 0.01 0.105
H 2.916 1.592 -0.956 -0.06 -0.15 -0.29 0.095
```
Forces are in eV/Å.

Calculated values
LUMO energy (alpha / beta)	-3.38 / -3.42	eV
orbital gap (alpha / beta)	0.174 / 0.173	Eh
net charge	0
spin multiplicity	5
⟨S²⟩	6.01

This record from the Open Molecules 2025 dataset describes an isolated molecule of C3HNOS at a distorted geometry. The level of theory is the ωB97M-V functional and the def2-TZVPD basis.

Geometry as XYZ:
```
7
Properties=species:S:1:pos:R:3:forces:R:3:lowdin_charge:R:1
C -1.317 0.476 -0.003 -0.90 -1.76 0.27 -0.785
C 0.676 -0.906 -0.091 2.25 1.64 1.11 -0.254
C 1.354 0.119 0.098 -0.70 -2.55 -1.05 0.104
N -1.515 -0.741 0.088 -3.62 0.58 -0.01 0.062
O -0.387 -1.597 0.043 2.07 -1.70 -0.42 -0.001
S -0.991 1.961 0.091 0.49 3.14 -0.03 0.839
H 2.180 0.688 -0.225 0.40 0.65 0.13 0.035
```
Forces are in eV/Å.

Calculated values
LUMO energy (alpha / beta)	0.54 / -3.30	eV
orbital gap (alpha / beta)	0.288 / 0.253	Eh
net charge	0
spin multiplicity	3
⟨S²⟩	2.03

This record from the Open Molecules 2025 dataset describes a cluster of 2 separate species, C7H13NOSi in total at a distorted geometry. The level of theory is the ωB97M-V functional and the def2-TZVPD basis.

Geometry as XYZ:
```
23
Properties=species:S:1:pos:R:3:forces:R:3:lowdin_charge:R:1
C 2.161 0.311 1.332 -0.22 0.01 -0.23 0.033
C 1.427 0.002 0.430 -0.33 -0.16 -0.60 -0.203
C -0.550 -1.603 2.189 0.19 -0.88 0.09 0.061
C -1.079 1.666 2.416 0.13 0.53 -0.80 -0.057
C -0.381 1.245 -1.661 0.34 -0.56 0.24 -0.185
C -1.012 -1.651 -0.723 0.48 0.43 -0.11 -0.222
C 1.553 -1.136 -2.391 -0.30 0.26 0.50 -0.177
N -0.794 -0.598 2.711 -0.38 1.33 0.26 -0.092
O -1.070 0.559 3.301 0.05 -0.83 0.75 -0.104
Si 0.385 -0.404 -1.067 -0.30 -0.03 -0.51 0.502
H 2.762 0.598 2.145 0.38 0.08 0.41 0.019
H -1.304 2.521 3.052 0.02 -0.13 -0.04 0.098
H -1.856 1.554 1.654 0.02 -0.06 0.11 0.091
H -0.107 1.792 1.931 -0.14 -0.06 0.12 0.070
H -1.030 1.684 -0.907 -0.08 -0.01 0.16 0.009
H 0.385 1.979 -1.898 0.18 0.07 -0.01 0.026
H -0.977 1.095 -2.556 -0.09 -0.12 -0.14 0.025
H -1.504 -1.936 -1.652 0.05 0.11 -0.25 0.029
H -0.624 -2.554 -0.265 0.08 -0.09 0.07 0.009
H -1.773 -1.253 -0.058 -0.05 0.07 0.06 0.004
H 1.259 -2.147 -2.654 -0.12 -0.15 0.00 0.022
H 1.553 -0.545 -3.301 -0.06 0.15 -0.14 0.021
H 2.576 -1.179 -2.029 0.14 0.03 0.10 0.020
```
Forces are in eV/Å.

Calculated values
LUMO energy	0.82	eV
orbital gap	0.399	Eh
net charge	0
energy relative to the best compared isomer or geometry (same formula, charge and spin)	4.729	eV

This record from the Open Molecules 2025 dataset describes a cluster of 3 separate species, C38H41BF22N4O10S4 in total. The level of theory is the ωB97M-V functional and the def2-TZVPD basis.

Geometry as XYZ:
```
120
Properties=species:S:1:pos:R:3:forces:R:3:lowdin_charge:R:1
C -3.155 -7.853 -2.390 0.03 0.05 0.16 -0.063
C -3.892 -7.299 -3.595 0.13 -0.38 -0.04 -0.265
O -4.396 -5.997 -3.379 -0.10 0.06 -0.10 -0.153
C -3.422 -4.992 -3.566 0.01 0.00 0.23 -0.213
C -3.969 -3.650 -3.081 -0.62 -0.48 -0.10 -0.139
C -4.986 -3.809 -1.938 -0.06 0.24 -0.28 -0.192
C -5.228 -2.507 -1.171 0.10 -0.23 0.33 -0.161
C -4.180 -2.159 -0.067 -0.11 -0.05 -0.10 -0.122
C -2.912 -2.985 -0.081 0.05 -0.04 -0.02 -0.125
C -1.827 -2.439 -0.786 0.09 -0.12 -0.16 -0.114
C -1.913 -1.112 -1.500 -0.44 0.08 0.21 -0.211
C -1.405 0.022 -0.598 0.09 -0.46 -0.06 -0.420
S -0.684 1.316 -1.639 -0.19 0.32 -0.13 1.020
C 0.402 1.998 -0.468 0.11 -0.37 0.06 -0.691
N 1.190 1.353 0.321 -0.02 0.11 -0.02 0.059
N 1.870 2.317 1.058 -0.05 -0.05 -0.05 0.070
C 1.446 3.448 0.634 0.40 -0.21 0.46 -0.189
O 0.501 3.341 -0.328 0.08 0.19 -0.05 0.025
C -0.617 -3.112 -0.862 -0.20 -0.03 0.08 -0.191
C -0.467 -4.364 -0.264 -0.05 -0.16 -0.10 -0.370
C -1.538 -4.939 0.443 0.10 0.12 0.02 -0.207
S -1.197 -6.584 1.161 -0.22 -0.74 -0.20 0.762
O -2.208 -7.139 1.996 0.29 0.13 0.02 -0.275
O -0.690 -7.400 0.098 0.18 0.33 0.08 -0.281
C 0.197 -6.248 2.399 0.19 -0.34 -0.11 -0.456
F 0.522 -4.941 2.450 -0.06 -0.31 -0.03 0.102
F 1.259 -6.981 2.005 -0.28 0.43 0.21 0.102
C -0.174 -6.701 3.842 0.12 0.12 0.48 -0.543
F -1.246 -6.043 4.297 0.64 -0.46 -0.18 0.174
F 0.885 -6.376 4.629 -0.62 -0.29 -0.35 0.154
F -0.359 -8.027 3.909 0.05 0.84 -0.01 0.177
C -2.767 -4.242 0.530 0.13 0.31 0.03 -0.144
S -4.064 -5.112 1.464 -0.05 -0.54 0.26 0.667
C -5.647 -4.336 1.505 -0.37 0.14 -0.01 -0.128
O -3.634 -5.132 2.835 -0.02 0.43 -0.08 -0.295
O -4.286 -6.327 0.725 -0.16 0.28 -0.21 -0.300
S 1.124 -5.116 -0.443 0.09 0.03 0.26 1.147
C 1.507 -4.615 -2.086 -0.18 -0.09 -0.04 -0.364
C 2.185 -5.479 -2.945 0.07 0.01 0.18 -0.232
C 2.597 -6.861 -2.527 -0.04 -0.07 -0.13 -0.037
B 1.630 -7.997 -3.073 0.07 0.18 0.10 -0.642
O 0.951 -7.853 -4.282 -0.25 -0.18 0.39 0.144
O 1.520 -9.141 -2.352 -0.02 0.02 -0.11 0.193
C 2.483 -5.009 -4.216 0.15 -0.21 0.07 0.053
C 2.122 -3.734 -4.584 0.04 0.00 -0.02 -0.213
F 2.454 -3.310 -5.815 0.02 0.01 -0.13 0.082
C 1.446 -2.864 -3.746 -0.15 0.17 -0.20 -0.092
C 1.102 -1.468 -4.180 0.33 0.18 0.18 -0.197
N 2.123 -0.494 -3.746 -0.10 -0.07 -0.14 0.032
C 1.143 -3.337 -2.477 0.16 0.06 -0.06 -0.202
N 0.461 -2.483 -1.558 -0.04 -0.11 0.35 0.083
H -3.826 -7.959 -1.539 -0.03 0.02 0.01 0.077
H -2.731 -8.832 -2.614 -0.01 -0.04 -0.04 0.080
H -2.335 -7.210 -2.065 0.05 0.02 -0.06 0.050
H -3.250 -7.326 -4.486 0.04 0.16 -0.02 0.113
H -4.743 -7.943 -3.824 -0.12 0.11 0.03 0.119
H -2.515 -5.230 -2.997 0.05 -0.07 0.00 0.113
H -3.167 -4.952 -4.631 0.20 0.10 -0.01 0.125
H -3.140 -3.016 -2.786 0.09 0.12 -0.14 0.088
H -4.513 -3.180 -3.904 0.19 0.25 -0.02 0.120
H -5.925 -4.102 -2.407 -0.05 -0.12 0.11 0.122
H -4.720 -4.639 -1.287 0.11 0.00 0.08 0.089
H -5.294 -1.684 -1.884 0.07 0.05 -0.05 0.111
H -6.206 -2.552 -0.692 -0.07 0.06 -0.02 0.098
H -3.918 -1.111 -0.191 0.11 -0.04 0.15 0.094
H -4.605 -2.194 0.926 -0.22 -0.10 0.05 0.089
H -2.941 -0.918 -1.801 0.05 0.07 -0.13 0.105
H -1.316 -1.155 -2.405 0.09 -0.09 0.04 0.074
H -0.624 -0.355 0.056 0.11 0.08 -0.02 0.074
H -2.204 0.424 0.022 -0.01 0.11 0.00 0.087
H 1.781 4.403 1.003 -0.16 0.19 -0.25 0.131
H -5.656 -3.381 2.013 0.10 0.06 0.03 0.070
H -6.125 -4.316 0.535 0.10 0.08 -0.11 0.061
H -6.181 -5.052 2.132 0.06 -0.09 0.00 0.087
H 3.591 -7.067 -2.939 0.03 -0.03 -0.02 0.128
H 2.691 -6.951 -1.448 0.02 -0.04 0.04 0.089
H 0.159 -7.317 -4.178 0.07 0.17 -0.29 0.104
H 0.847 -9.715 -2.736 0.08 -0.15 0.00 0.114
H 3.021 -5.651 -4.899 -0.01 0.07 -0.16 0.141
H 1.027 -1.435 -5.264 -0.13 -0.03 -0.05 0.108
H 0.143 -1.204 -3.739 -0.10 -0.02 -0.14 0.080
H 1.688 0.270 -3.248 0.03 0.02 0.09 0.028
H 2.801 -0.925 -3.134 0.02 0.02 0.07 0.066
H 1.109 -2.086 -0.880 0.07 0.09 -0.09 0.157
C 1.637 8.694 1.184 0.33 -0.04 0.34 -0.045
C 1.232 9.422 -0.103 -0.02 -0.26 -0.15 -0.437
C 0.024 10.359 -0.044 0.05 0.11 -0.01 -0.305
F -1.097 9.676 0.264 -0.01 -0.03 0.01 0.098
F -0.144 10.923 -1.260 -0.03 0.00 0.01 0.101
F 1.076 8.537 -1.110 -0.02 0.02 0.02 0.138
F 2.289 10.227 -0.426 0.02 0.07 0.06 0.102
O 1.222 7.345 1.321 -0.22 -0.02 -0.49 0.050
C 0.023 6.995 1.866 0.08 0.03 0.21 -0.550
C -0.837 6.217 0.864 -0.05 -0.04 -0.06 -0.287
F -1.098 6.965 -0.223 -0.01 0.04 0.02 0.112
F -2.011 5.890 1.449 0.02 -0.02 0.01 0.106
F -0.638 8.037 2.391 0.00 0.03 -0.04 0.162
F 0.280 6.127 2.878 -0.01 0.00 0.09 0.136
H 2.720 8.624 1.130 0.03 -0.01 -0.01 0.129
H 1.405 9.279 2.070 -0.21 0.04 -0.05 0.137
H 0.186 11.149 0.695 -0.02 -0.01 0.01 0.174
H -0.308 5.312 0.565 -0.17 0.07 -0.03 0.136
C 6.602 9.077 5.145 0.25 -0.52 -0.03 -0.035
C 6.597 10.165 6.228 0.00 0.21 -0.20 -0.445
C 5.387 10.239 7.163 0.03 -0.03 0.09 -0.308
F 4.264 10.519 6.471 -0.01 0.00 -0.04 0.096
F 5.594 11.231 8.054 -0.03 0.00 0.00 0.104
F 6.821 11.372 5.673 -0.02 -0.01 0.01 0.140
F 7.654 9.879 7.043 0.01 -0.08 0.05 0.103
O 6.232 9.464 3.834 -0.08 0.49 0.15 0.058
C 4.944 9.451 3.399 0.07 -0.19 -0.03 -0.547
C 4.474 10.847 2.973 0.01 0.13 -0.04 -0.271
F 4.536 11.704 4.004 -0.03 -0.02 0.06 0.113
F 3.178 10.759 2.572 0.09 0.09 0.02 0.082
F 4.097 8.900 4.285 -0.01 0.03 0.04 0.155
F 4.899 8.685 2.277 -0.04 -0.09 -0.03 0.134
H 7.649 8.796 5.048 0.01 0.02 -0.02 0.150
H 6.067 8.186 5.472 -0.15 0.11 0.06 0.149
H 5.257 9.297 7.703 -0.02 0.00 -0.01 0.174
H 5.086 11.222 2.151 -0.01 -0.04 -0.03 0.180
```
Forces are in eV/Å.

Calculated values
LUMO energy	-0.42	eV
orbital gap	0.301	Eh
net charge	0
structure (SMILES)	CCOCCCCCc1c(CCSc2nnco2)c2c(c(S(=O)(=O)C(F)(F)C(F)(F)F)c1S(C)(=O)=O)Sc1c(CB(O)O)cc(F)c(CN)c1N2.FC(F)C(F)(F)COC(F)(F)C(F)F.FC(F)C(F)(F)COC(F)(F)C(F)F

This record from the Open Molecules 2025 dataset describes a cluster of 2 separate species, CH3N4O in total at a distorted geometry. The level of theory is the ωB97M-V functional and the def2-TZVPD basis.

Geometry as XYZ:
```
9
Properties=species:S:1:pos:R:3:forces:R:3:lowdin_charge:R:1
C 0.408 0.387 -2.864 0.12 1.46 -0.84 -0.309
N -0.763 -0.395 3.048 -1.83 -0.33 1.85 0.276
N 0.298 0.045 1.087 -1.41 0.33 -1.41 0.270
N -0.465 -0.117 1.964 2.32 0.61 -0.06 -0.121
N 0.444 -0.109 -1.758 -1.01 0.86 1.93 0.150
O 0.344 1.046 -3.799 -0.10 -0.48 -0.19 0.268
H -1.333 -0.047 3.913 1.12 -0.22 -2.47 0.235
H 0.203 0.136 -0.074 -0.29 -0.14 1.42 0.156
H 0.864 -0.946 -1.516 1.07 -2.08 -0.22 0.074
```
Forces are in eV/Å.

Calculated values
LUMO energy	-5.98	eV
orbital gap	0.356	Eh
net charge	+1
energy relative to the best compared isomer or geometry (same formula, charge and spin)	1.899	eV

This record from the Open Molecules 2025 dataset describes a cluster of 2 separate species, C22H22NO2 in total at a distorted geometry. The level of theory is the ωB97M-V functional and the def2-TZVPD basis.

Geometry as XYZ:
```
47
Properties=species:S:1:pos:R:3:forces:R:3:lowdin_charge:R:1
C 5.697 1.930 2.125 -0.08 -0.14 -0.11 -0.033
O 5.320 0.539 2.197 -1.32 -0.31 -0.24 -0.053
C 4.024 0.164 2.066 0.43 0.29 0.39 -0.218
C 3.746 -1.206 2.324 0.36 0.30 -0.03 0.026
C 2.453 -1.630 2.456 -0.14 0.19 0.09 0.009
C 1.353 -0.732 2.283 0.20 0.05 -0.08 -0.185
C 0.059 -1.193 2.621 0.27 0.23 -1.23 0.070
C -1.148 -0.451 2.533 -0.40 0.62 0.28 -0.200
C -2.367 -1.131 2.233 -0.23 0.09 0.39 0.063
C -3.553 -0.432 2.176 0.49 0.79 0.04 -0.132
C -3.546 0.977 2.352 -0.29 -0.13 -0.21 -0.188
O -4.764 1.562 2.205 1.03 -1.18 0.13 0.017
C -5.734 0.484 1.923 -0.26 0.46 -0.04 -0.093
C -4.971 -0.847 1.931 -0.25 -0.43 -0.08 -0.086
C -2.364 1.680 2.638 -0.70 0.15 -0.05 0.034
C -1.196 0.965 2.759 0.22 -0.60 -0.27 -0.012
C 1.659 0.566 1.755 0.18 -0.04 0.41 0.011
C 2.960 1.037 1.720 0.15 -0.14 0.03 0.020
H 6.776 1.908 2.285 -0.22 0.15 -0.06 0.102
H 5.468 2.351 1.138 0.08 -0.13 0.22 0.100
H 5.211 2.519 2.914 0.06 -0.24 -0.17 0.105
H 4.594 -1.872 2.468 -0.20 0.10 0.02 0.133
H 2.239 -2.666 2.717 0.09 0.24 0.05 0.126
H -0.031 -2.241 2.895 -0.01 0.21 -0.31 0.101
H -2.355 -2.206 2.035 0.04 0.27 0.18 0.140
H -6.505 0.533 2.700 0.24 0.06 -0.23 0.130
H -6.188 0.700 0.948 0.16 0.05 0.31 0.131
H -5.092 -1.376 0.981 0.04 0.03 0.14 0.129
H -5.350 -1.496 2.728 0.17 0.04 -0.16 0.130
H -2.414 2.758 2.760 0.13 -0.20 0.11 0.132
H -0.280 1.480 3.041 -0.33 -0.11 0.07 0.116
H 0.860 1.206 1.386 0.24 -0.16 0.16 0.118
H 3.171 2.074 1.442 -0.13 -0.47 -0.05 0.120
C -0.814 -3.792 9.152 0.02 -0.14 0.16 -0.043
C -0.614 -3.345 7.727 -0.01 0.04 -0.02 -0.263
C -1.082 -2.100 7.296 0.14 0.13 -0.77 -0.019
C -0.885 -1.717 5.959 0.01 -0.42 0.68 -0.125
N -0.253 -2.486 5.062 0.02 -0.30 0.59 0.027
C 0.202 -3.679 5.479 -0.24 0.16 0.57 -0.127
C 0.043 -4.151 6.790 -0.01 0.34 -0.49 -0.017
H -0.397 -4.792 9.308 -0.08 0.18 -0.01 0.079
H -0.327 -3.111 9.863 -0.08 -0.10 -0.24 0.091
H -1.878 -3.825 9.421 0.22 0.04 -0.15 0.091
H -1.601 -1.421 7.974 0.14 -0.23 -0.14 0.118
H -1.256 -0.751 5.609 0.11 -0.24 0.02 0.104
H 0.718 -4.294 4.738 -0.13 0.15 0.15 0.105
H 0.430 -5.136 7.059 -0.13 0.32 -0.04 0.116
```
Forces are in eV/Å.

Calculated values
LUMO energy	-4.68	eV
orbital gap	0.242	Eh
net charge	+1
energy relative to the best compared isomer or geometry (same formula, charge and spin)	0.283	eV

| no. | E_tot (Eh) |
| --- | --- |
| 1 | -5348.12450 |
| 2 | -642.80752 |
| 3 | -693.84141 |
| 4 | -6258.71402 |
| 5 | -333.76314 |
| 6 | -1056.50196 |